(1)
The following is a quantum chemistry calculation of a structure of composition C33H36N7O2SiV, from the OMol25 dataset.

Structure (XYZ):
```
80
Properties=species:S:1:pos:R:3:forces:R:3:lowdin_charge:R:1
V -0.0457 0.2293 0.5013 1.733 0.347 -0.148 0.857
O -1.5516 3.8930 1.1721 -0.459 0.289 0.184 0.086
C -1.3274 2.7106 0.9881 2.457 1.234 1.107 -0.492
N -0.1194 2.0922 1.1398 -2.184 -1.074 -0.707 -0.050
C 0.9142 2.4585 1.9758 -0.309 0.602 -0.549 -0.248
C 1.3833 3.7398 2.1085 -0.061 1.456 0.060 -0.030
C 2.5034 3.9931 2.8608 1.194 0.003 0.585 -0.102
C 3.2097 2.9536 3.4941 -0.342 -0.583 -0.306 -0.079
C 2.6889 1.6589 3.3422 -0.300 -0.234 0.938 -0.020
C 1.4972 1.3975 2.6295 1.663 0.774 0.241 -0.256
N 0.9379 0.1383 2.3892 -0.358 -1.824 1.576 0.009
C 0.7156 -0.5685 3.5854 0.104 0.993 -0.060 -0.449
O 0.7206 -0.1037 4.7264 -0.010 -0.116 -0.932 0.065
C 0.5374 -2.0556 3.5104 -0.878 -1.782 0.408 -0.199
C -0.6024 -2.7928 4.0011 0.213 0.309 -0.958 0.009
C -0.5949 -4.1888 3.8235 0.299 1.285 -0.236 -0.082
C 0.5522 -4.8122 3.3468 0.434 0.283 -0.120 -0.083
C 1.6215 -4.0309 2.9375 -0.084 0.605 1.347 -0.145
N 1.6163 -2.7083 3.0745 -0.282 0.728 -1.045 0.111
C -2.3997 1.8007 0.6424 -0.413 -2.409 0.241 -0.151
C -3.7027 2.2053 0.8220 -0.693 -0.095 -0.356 0.029
C -4.7032 1.3882 0.3095 2.018 -0.913 0.111 -0.022
C -4.3004 0.2245 -0.3577 -1.927 -0.221 -1.122 -0.049
C -2.9879 -0.1900 -0.3795 -0.234 0.001 0.664 -0.129
N -2.0626 0.4854 0.2846 -0.092 3.193 -0.700 0.002
H 0.8543 4.5900 1.6679 0.129 -0.535 -0.088 0.116
H 2.8679 5.0111 2.9181 -0.009 0.024 0.123 0.095
H 4.1444 3.0959 4.0914 -1.050 0.043 -0.656 0.110
H 3.1094 0.8399 3.9330 0.079 0.193 -0.410 0.113
H -1.5099 -2.3111 4.4267 0.933 -0.153 -0.448 0.122
H -1.5006 -4.7528 3.9549 -0.113 -0.212 0.599 0.096
H 0.6880 -5.8694 3.3970 -0.296 -0.652 -0.379 0.090
H 2.5938 -4.3955 2.6388 -0.111 -0.579 -0.177 0.102
H -3.9254 3.1390 1.3377 0.287 -0.131 -0.394 0.136
H -5.7139 1.6204 0.4606 -1.273 0.287 -0.090 0.096
H -5.0711 -0.3288 -0.9436 0.791 0.263 0.674 0.121
H -2.6009 -1.0686 -0.8629 -0.474 -0.298 -0.182 0.091
C -1.2790 -5.0162 -1.2820 0.217 -1.303 -0.025 -0.168
C -1.9998 -3.8017 -0.7495 -1.524 -0.353 -0.351 -0.185
N -1.1395 -2.7382 -0.3156 0.375 0.054 0.529 0.055
C 0.1148 -2.5647 -0.7962 1.720 0.791 0.183 -0.329
N 0.7717 -1.4467 -0.4476 -0.833 -1.573 0.434 -0.073
C 2.2420 -1.5172 -0.4588 -0.365 -1.700 -0.374 -0.186
C 2.7380 -2.2182 -1.7430 0.973 0.957 -0.400 -0.151
C 2.0378 -3.4949 -2.0826 -0.481 -0.590 0.960 -0.155
N 0.6678 -3.5463 -1.5544 -0.194 0.076 0.008 -0.027
C -0.1146 -4.6266 -2.1564 0.824 -0.074 0.566 -0.149
H -1.9418 -5.6035 -1.9330 -0.173 0.253 0.321 0.122
H -0.9906 -5.7280 -0.4885 0.181 0.566 -0.119 0.123
H -2.6839 -4.1407 0.0759 0.558 0.699 -0.802 0.146
H -2.5801 -3.4065 -1.6072 -0.306 -0.217 0.520 0.123
H -1.3412 -2.2360 0.5454 0.073 -0.369 -0.395 0.128
H 2.6159 -2.0565 0.4441 -0.398 0.287 -0.463 0.122
H 2.6161 -0.5253 -0.3970 0.438 0.922 -0.066 0.085
H 3.8151 -2.4620 -1.6665 -0.430 0.377 0.037 0.125
H 2.6264 -1.5763 -2.6327 0.050 0.257 0.585 0.112
H 2.5860 -4.3595 -1.6442 -0.423 0.314 -0.402 0.137
H 1.9583 -3.6101 -3.1625 0.223 -0.169 -0.075 0.125
H 0.6083 -5.4632 -2.3076 -0.730 0.428 0.045 0.138
H -0.4730 -4.2992 -3.1307 0.005 0.015 -0.255 0.130
C 2.3046 2.1129 -1.9858 -1.087 -0.981 0.229 -0.221
Si 0.4472 1.5944 -1.7596 0.409 0.812 -0.514 0.621
C 0.2259 1.0192 -3.5497 -0.901 -0.419 -0.429 -0.257
C -0.3762 3.3202 -2.0539 -0.281 -0.854 1.196 -0.301
C -1.6243 3.5003 -2.6718 0.544 0.588 0.202 -0.109
C -2.0952 4.7886 -2.8947 0.559 0.155 0.174 -0.079
C -1.3386 5.9080 -2.4689 -1.589 -1.219 -0.840 -0.097
C -0.1512 5.7158 -1.8474 1.364 0.304 0.783 -0.094
C 0.3067 4.4310 -1.5867 -0.818 0.255 -0.863 -0.119
H 2.2053 2.8903 -2.7365 0.439 0.206 0.013 0.024
H 2.8021 1.2421 -2.4131 0.231 0.014 -0.074 0.007
H 2.8137 2.4096 -1.0909 0.420 0.446 0.370 0.008
H 0.6921 1.7069 -4.2896 -0.163 -0.353 0.600 0.047
H -0.8630 0.9963 -3.7795 0.594 -0.178 -0.061 0.013
H 0.6253 0.0131 -3.6845 0.009 -0.135 -0.249 -0.006
H -2.1971 2.6296 -2.9598 -0.148 0.018 -0.239 0.086
H -3.0057 4.9295 -3.4561 -0.267 0.127 0.130 0.090
H -1.7551 6.8754 -2.6148 -0.075 0.727 -0.233 0.088
H 0.4851 6.5592 -1.5619 -0.392 -0.161 0.073 0.110
H 1.2073 4.3069 -1.0522 0.990 -0.103 0.480 0.078
```
Forces are in eV/Å.

## Properties
- lowest unoccupied orbital energy (spin up / spin down) (eV) = -0.46 / -0.63
- energy relative to the best compared isomer or geometry (same formula, charge and spin) (eV) = 1.748
- spin multiplicity = 3
- gap between HOMO and LUMO (spin up / spin down) (eV) = 6.3 / 6.3



(2)
The following is a quantum chemistry calculation of a cluster of 6 separate species, C33H37BBrF41INO7PS in total, from the OMol25 dataset.

Structure (XYZ):
```
124
Properties=species:S:1:pos:R:3:forces:R:3:lowdin_charge:R:1
N -0.7673 -4.7859 0.6097 -0.168 -0.217 -0.084 -0.295
P -1.7340 -5.2280 -0.5544 0.055 0.337 0.409 0.760
C -2.9735 -3.8686 -1.1170 0.508 -0.401 0.152 -0.504
C -4.2684 -4.1803 -0.3169 -0.086 0.208 0.081 -0.165
C -5.0683 -2.9698 0.2106 -0.258 -0.189 -0.083 -0.253
C -5.3579 -1.8687 -0.8158 0.112 0.020 0.121 -0.521
S -6.8532 -0.9716 -0.2621 -0.119 0.015 0.062 0.725
O -2.3763 -2.6827 -0.7273 -0.116 -0.136 -0.158 -0.060
B -2.1679 -1.7595 -1.8977 -0.132 0.771 0.450 -0.634
C -0.6275 -1.5889 -2.4024 0.044 -0.232 -0.261 -0.187
C 0.3760 -2.1495 -1.3892 -0.099 0.255 -0.199 -0.306
C 1.8616 -1.7541 -1.5084 -0.057 -0.508 0.454 -0.627
I 2.5030 -0.9065 -3.3710 0.086 0.057 -0.041 0.714
O -3.1085 -2.4007 -2.9262 0.178 0.192 -0.127 0.020
C -3.2460 -3.6576 -2.6618 -0.274 0.064 0.358 -0.823
F -4.4892 -4.1076 -3.0327 -0.129 -0.149 -0.038 -0.025
Br -2.0556 -4.7482 -3.9383 0.099 -0.219 -0.089 0.625
H -0.9359 -5.3119 1.4596 -0.007 0.143 0.007 -0.059
H -1.0647 -5.6855 -1.6913 -0.007 0.053 -0.088 -0.072
H -2.5544 -6.3197 -0.1874 -0.104 -0.054 -0.381 0.001
H -4.9312 -4.8088 -0.9203 0.178 0.034 0.000 0.115
H -3.9928 -4.7848 0.5588 -0.086 0.177 -0.065 0.086
H -4.5968 -2.5553 1.1075 0.086 0.054 -0.262 0.115
H -6.0412 -3.3694 0.5372 0.207 -0.025 0.033 0.088
H -4.5365 -1.1551 -0.8754 -0.053 -0.175 -0.101 0.049
H -5.5454 -2.2894 -1.8019 -0.028 0.030 0.080 0.075
H -7.0954 -0.2480 -1.3643 0.177 -0.009 -0.006 -0.151
H -2.6254 -0.6473 -1.5898 -0.010 -0.271 -0.161 0.108
H -0.4578 -0.5179 -2.5795 0.100 -0.144 0.104 0.064
H -0.4442 -2.0844 -3.3694 -0.119 0.113 0.122 0.063
H 0.3213 -3.2418 -1.4251 -0.001 0.125 0.110 0.084
H 0.0356 -1.8527 -0.3914 0.179 -0.219 -0.051 0.088
H 2.4906 -2.6407 -1.4036 -0.024 0.196 -0.062 0.021
H 2.1771 -1.0556 -0.7331 -0.088 0.125 -0.308 0.006
C -10.7340 1.4595 -0.9054 0.331 0.260 -0.286 -0.041
C -10.7718 0.8687 0.5094 -0.159 0.034 0.010 -0.436
C -10.5164 -0.6334 0.6515 0.022 -0.034 0.078 -0.305
F -11.4715 -1.3315 -0.0042 -0.022 0.001 -0.001 0.090
F -10.5889 -0.9588 1.9640 -0.008 0.000 -0.025 0.094
F -11.9292 1.2034 1.1240 0.024 -0.021 -0.020 0.130
F -9.7538 1.4716 1.1919 0.010 0.007 0.008 0.098
O -11.9819 1.6701 -1.5459 -0.326 -0.184 0.414 0.054
C -12.5859 0.7247 -2.3168 0.134 0.111 -0.153 -0.551
C -13.9732 0.3437 -1.7750 -0.014 0.050 -0.015 -0.289
F -13.8835 -0.1496 -0.5272 0.028 -0.024 0.012 0.103
F -14.5071 -0.6095 -2.5740 -0.007 0.011 0.000 0.094
F -11.8195 -0.3581 -2.5110 -0.002 -0.039 0.027 0.160
F -12.8136 1.2806 -3.5367 0.032 -0.039 -0.062 0.131
H -10.3339 2.4633 -0.7740 -0.012 -0.034 -0.032 0.139
H -10.0349 0.9163 -1.5416 -0.074 -0.116 0.068 0.144
H -9.5315 -0.9077 0.2681 0.031 -0.016 -0.017 0.104
H -14.6214 1.2218 -1.7741 0.000 0.006 0.003 0.172
C 2.7335 1.4127 4.6539 -0.129 0.271 0.332 -0.050
C 4.0934 0.9880 4.0853 -0.142 -0.125 -0.080 -0.434
C 4.6472 1.7628 2.8840 0.070 0.020 0.050 -0.309
F 3.8509 1.6505 1.8105 0.039 -0.014 -0.008 0.109
F 5.8625 1.2498 2.5740 -0.007 0.030 -0.032 0.091
F 4.0802 -0.3340 3.8205 0.183 0.019 0.076 0.129
F 5.0073 1.2132 5.0817 -0.018 -0.017 0.023 0.093
O 1.6213 0.6474 4.2548 0.210 -0.293 -0.216 0.050
C 0.9165 0.9329 3.1131 -0.117 0.069 0.117 -0.537
C 0.9672 -0.2280 2.1089 -0.064 -0.172 -0.053 -0.270
F 2.2566 -0.5060 1.8031 -0.025 0.037 -0.024 0.083
F 0.3279 0.1417 0.9872 0.032 0.115 0.044 0.120
F 1.3228 2.0884 2.5556 -0.017 0.008 -0.046 0.149
F -0.3765 1.0877 3.4676 -0.029 0.077 -0.007 0.150
H 2.8158 1.2303 5.7249 0.001 0.003 -0.016 0.148
H 2.5688 2.4827 4.5160 0.058 -0.037 -0.125 0.147
H 4.7668 2.8184 3.1441 -0.011 0.009 -0.023 0.171
H 0.4997 -1.1215 2.5273 -0.032 0.013 -0.005 0.184
C -4.9935 5.3103 -2.9107 -0.093 0.257 -0.292 -0.041
C -3.6700 4.7249 -2.3994 -0.056 -0.027 0.132 -0.440
C -3.2528 3.3332 -2.8939 0.047 0.040 -0.007 -0.309
F -4.1593 2.4150 -2.5114 0.054 0.000 -0.086 0.100
F -2.0615 3.0314 -2.3431 -0.042 -0.026 -0.010 0.111
F -3.6443 4.7580 -1.0527 0.027 0.033 -0.016 0.139
F -2.7002 5.5751 -2.8609 0.019 0.002 -0.022 0.092
O -6.1165 5.1712 -2.0585 0.171 -0.282 0.286 0.052
C -6.9475 4.0920 -2.1305 -0.124 0.147 -0.095 -0.540
C -6.9583 3.2705 -0.8309 -0.023 -0.025 -0.023 -0.276
F -5.7348 2.8148 -0.5380 -0.109 0.009 0.026 0.114
F -7.7877 2.2110 -1.0315 0.061 0.099 0.073 0.056
F -6.6936 3.3134 -3.1948 0.036 -0.014 0.010 0.155
F -8.2171 4.5653 -2.2771 0.069 -0.026 -0.043 0.127
H -4.8186 6.3844 -2.9537 -0.031 -0.016 0.018 0.147
H -5.2101 4.9729 -3.9246 0.054 -0.131 0.057 0.147
H -3.1574 3.3222 -3.9835 -0.006 -0.020 0.007 0.174
H -7.3330 3.8777 -0.0048 -0.038 -0.025 -0.001 0.178
C 7.9980 -1.7697 0.5534 0.126 0.460 -0.267 -0.046
C 8.6990 -2.9990 1.1459 -0.109 -0.028 0.226 -0.434
C 8.6481 -4.3007 0.3403 0.080 0.005 -0.006 -0.309
F 7.3841 -4.7330 0.1927 -0.015 -0.020 0.015 0.104
F 9.3456 -5.2499 1.0101 -0.004 -0.022 -0.015 0.091
F 8.2769 -3.2209 2.4071 0.009 -0.008 -0.054 0.138
F 10.0336 -2.6882 1.2126 -0.045 0.008 -0.086 0.087
O 6.7188 -1.4598 1.0565 -0.037 -0.428 0.384 0.047
C 5.5709 -1.9735 0.5122 0.073 0.217 -0.216 -0.538
C 4.7778 -2.8007 1.5319 -0.130 0.025 0.053 -0.281
F 5.5303 -3.8241 1.9931 0.041 -0.004 -0.026 0.098
F 3.6905 -3.3134 0.9226 0.015 -0.002 0.010 0.108
F 5.8167 -2.6802 -0.6065 -0.015 -0.029 0.024 0.151
F 4.7910 -0.9279 0.1698 -0.048 -0.013 -0.061 0.142
H 8.6105 -0.9248 0.8599 0.025 -0.044 0.018 0.128
H 8.0155 -1.7919 -0.5380 -0.038 -0.180 0.032 0.152
H 9.1046 -4.1584 -0.6427 -0.022 -0.001 -0.013 0.172
H 4.4709 -2.1694 2.3658 -0.002 0.010 -0.006 0.154
C 11.1659 2.5887 2.4986 -0.363 -0.195 0.327 -0.040
C 11.9575 3.8961 2.3742 0.148 -0.059 -0.076 -0.442
C 11.4463 4.9471 1.3830 -0.011 0.034 0.062 -0.309
F 11.4715 4.4710 0.1238 0.015 -0.009 -0.034 0.099
F 12.2569 6.0272 1.4443 -0.004 0.011 -0.018 0.098
F 13.2596 3.6398 2.1392 -0.041 0.010 0.011 0.139
F 11.8626 4.5010 3.5984 -0.020 0.005 0.005 0.096
O 11.6572 1.4704 1.7882 0.457 0.251 -0.247 0.056
C 11.2789 1.1957 0.5060 -0.234 -0.101 0.179 -0.540
C 12.4758 1.1683 -0.4552 0.022 -0.050 0.027 -0.285
F 13.1068 2.3575 -0.4551 -0.010 0.031 -0.001 0.103
F 12.0216 0.9230 -1.7036 0.012 -0.006 0.000 0.102
F 10.3139 2.0222 0.0690 0.029 0.032 -0.049 0.156
F 10.7640 -0.0592 0.4977 -0.001 0.044 -0.061 0.129
H 11.2705 2.3070 3.5456 -0.005 -0.014 -0.027 0.151
H 10.1036 2.7540 2.3123 0.058 0.084 -0.102 0.149
H 10.4287 5.2534 1.6381 -0.010 -0.011 -0.016 0.173
H 13.1726 0.3832 -0.1565 0.007 0.000 -0.001 0.176
```
Forces are in eV/Å.

## Properties
- lowest unoccupied orbital energy (eV) = 1.38
- net charge = -1
- spin multiplicity = 1
- gap between HOMO and LUMO (eV) = 6.7



The lowest spin multiplicity belongs to which entry? C33H37BBrF41INO7PS



Which of these has the highest spin multiplicity? C33H36N7O2SiV



What is the spin multiplicity in the first record? 3



Which value of spin multiplicity does entry 1 give? 3